1.
85
Properties=species:S:1:pos:R:3 method="wB97M-V/def2-TZVPD" fmax_ev_per_a=1.42 homo_ev=-8.20
S 0.83 2.18 -3.09
S -0.97 0.47 -1.61
S -2.32 -4.32 -2.38
F 1.61 -2.74 0.05
O -2.13 3.92 4.46
O -1.49 -4.46 0.31
O 2.15 2.06 4.77
O -1.12 -2.40 1.39
O -3.00 -2.71 -0.10
O -7.65 3.30 -1.35
O -2.01 -5.72 -2.44
O 0.57 5.14 -5.18
O -2.03 5.82 -5.90
O 4.60 -4.37 -0.45
O -5.35 1.62 -0.31
O -3.53 -3.87 -3.01
O -1.47 1.62 -6.12
O -0.67 1.36 3.75
O 2.66 2.06 1.74
O 5.27 -5.38 -3.01
O -1.61 -1.11 5.53
O 6.00 3.53 1.89
N 1.23 1.66 -0.51
C 1.51 0.46 0.30
C -1.92 0.65 1.04
C 0.50 1.49 -1.64
C 1.64 -4.24 2.00
C 2.82 -3.36 2.37
C 1.82 0.91 1.71
C 2.53 2.35 -0.71
C 3.39 2.29 0.56
C -0.95 -3.40 -3.03
C 0.96 -3.83 0.67
C -2.90 -0.53 1.18
C -2.00 1.28 -0.35
B -2.31 -3.78 -0.55
B -0.58 -3.53 0.82
B -2.30 -1.91 0.82
H 3.07 1.84 -1.50
H 3.45 -3.91 3.07
H -0.28 5.36 -4.77
H 2.76 2.08 4.02
H -1.80 2.35 -0.33
H -3.33 -0.55 2.18
H 3.87 3.25 0.69
H -0.89 0.37 1.26
H 3.43 -3.12 1.51
H 1.99 -5.26 1.88
H -5.75 2.17 -1.00
H -1.13 -3.21 -4.09
H 0.68 -0.23 0.34
H -1.31 4.42 4.55
H -1.78 -1.83 4.92
H 2.22 0.08 2.30
H 5.21 -4.30 -1.20
H -1.39 5.78 -6.63
H 4.21 1.57 0.46
H -8.37 3.13 -0.74
H -2.87 6.05 -6.31
H -8.03 3.84 -2.05
H 1.29 2.20 4.36
H -2.58 4.05 5.30
H -0.88 2.04 -6.77
H 1.05 -4.66 -0.02
H -0.94 1.56 -5.32
H -1.33 -1.54 6.34
H 2.33 3.38 -0.99
H 5.46 3.60 2.68
H -3.02 1.17 -0.71
H 3.83 -3.86 -0.73
H -0.03 -3.92 -2.82
H -2.17 1.42 1.77
H 6.81 4.00 2.10
H -3.74 -0.35 0.51
H 0.90 1.23 2.19
H -6.07 1.45 0.30
H -0.93 -2.45 -2.50
H 2.50 -2.45 2.87
H 2.35 -0.07 -0.15
H -1.03 0.60 4.23
H 0.90 -4.20 2.80
H -1.25 2.10 3.99
H 4.73 -5.43 -3.80
H 5.74 -6.22 -2.98
H 0.78 4.26 -4.84


2.
74
Properties=species:S:1:pos:R:3 method="wB97M-V/def2-TZVPD" charge=+1 fmax_ev_per_a=1.71 homo_ev=-12.81
I 2.31 1.20 -2.48
I -1.65 -1.70 -1.36
S 1.73 -1.55 -0.83
O 1.17 -4.95 -1.62
O 6.19 -0.11 5.79
O -5.60 3.15 -1.83
O -2.51 -0.75 -5.63
O 5.28 4.53 -5.95
O 2.73 -6.75 0.74
O -2.93 3.29 -0.89
O -0.62 -2.26 4.62
O 3.76 -1.68 4.69
O -6.99 1.06 -2.71
O 5.95 -0.28 -6.87
O 5.09 1.92 -4.80
C 1.58 -1.10 1.97
C -0.97 0.92 -2.81
C -4.17 0.72 1.01
C 1.04 0.10 2.74
C -2.87 -0.24 3.03
C -1.95 0.71 3.82
C -0.12 0.81 1.99
C -0.33 -0.19 -2.05
C 2.32 -0.68 0.68
C -4.16 0.48 2.55
C 0.95 -0.27 -1.78
C -1.03 1.59 2.95
H 1.83 0.81 2.99
H 1.78 -5.07 -2.36
H 5.51 3.87 -5.29
H -0.33 1.32 -3.59
H 4.61 1.89 -5.64
H -1.31 0.15 4.49
H -2.37 -0.78 2.22
H 5.75 -0.84 5.33
H -1.28 -2.15 5.31
H 1.98 -6.45 0.21
H 0.29 1.52 1.27
H -4.29 1.44 3.05
H -0.40 2.16 3.63
H 0.80 -2.39 -0.33
H -2.60 4.16 -1.16
H -2.35 -1.10 -4.75
H -1.90 -0.01 -5.71
H 1.41 -4.09 -1.25
H -1.63 2.31 2.38
H 5.64 0.47 -6.34
H -3.73 1.68 0.74
H -0.65 0.04 1.41
H 6.70 0.33 5.10
H -5.23 3.44 -0.99
H -3.20 -1.01 3.73
H 3.40 -0.84 0.73
H -1.13 -2.27 3.80
H 0.62 -0.26 3.68
H -3.53 -0.05 0.58
H -1.97 0.66 -3.15
H -2.60 1.34 4.43
H 2.94 -1.34 5.08
H 3.43 -6.88 0.09
H 6.19 -0.95 -6.21
H 3.57 -2.61 4.54
H -7.42 0.30 -3.13
H 4.98 5.29 -5.45
H -6.52 1.51 -3.42
H 4.39 2.04 -4.15
H -3.28 2.91 -1.71
H 0.77 -1.80 1.77
H -5.16 0.57 0.59
H -4.98 -0.20 2.74
H -1.10 1.73 -2.07
H -6.28 2.51 -1.58
H 2.30 -1.61 2.62
H 2.13 0.38 0.53


3.
82
Properties=species:S:1:pos:R:3 method="wB97M-V/def2-TZVPD" charge=+2 fmax_ev_per_a=8.54 homo_ev=-14.65
In -6.02 37.14 13.25
S -8.48 38.57 10.18
S -8.84 39.91 12.02
F -8.62 39.91 13.57
F -7.33 37.53 9.72
O -11.91 40.28 7.33
O -11.19 42.78 8.64
O -5.77 38.32 5.46
O -6.68 41.86 8.01
O -10.93 35.72 8.82
O -13.43 38.63 12.69
O -5.37 40.25 13.69
O -7.24 38.64 15.72
O -8.57 43.78 12.43
O -8.31 41.23 11.72
O -10.28 39.76 12.02
O -8.18 39.69 9.26
O -11.96 40.04 14.64
O -8.34 35.53 12.04
O -8.89 34.84 6.96
O -9.71 37.86 9.91
N -7.90 38.69 11.77
C -10.40 42.13 9.61
C -6.29 42.62 9.16
C -8.68 44.01 13.84
C -10.91 39.93 6.48
C -7.11 39.48 16.81
C -12.02 36.36 8.15
C -5.26 38.57 6.77
C -5.45 41.69 13.46
C -7.75 35.57 7.25
C -11.39 41.32 14.59
C -9.67 35.79 12.18
C -13.13 39.02 11.37
H -10.44 36.45 9.21
H -11.67 41.08 7.78
H -6.03 38.89 7.47
H -7.77 36.51 6.69
H -8.42 42.85 12.25
H -9.36 41.99 9.29
H -9.65 44.47 14.00
H -6.49 40.31 16.48
H -4.58 41.87 12.83
H -12.88 35.70 8.03
H -7.71 37.86 16.03
H -8.65 43.12 14.46
H -11.88 41.90 13.81
H -6.31 43.68 8.92
H -12.10 39.00 11.05
H -11.67 36.83 7.24
H -5.29 42.23 14.39
H -10.27 42.76 10.49
H -11.31 39.05 5.97
H -5.29 42.43 9.54
H -8.26 34.65 11.65
H -11.62 39.69 15.47
H -9.59 35.17 7.52
H -10.30 41.35 14.60
H -10.69 40.73 5.77
H -10.00 39.71 7.04
H -10.78 43.64 8.54
H -12.89 39.14 13.31
H -4.52 40.04 14.09
H -6.32 41.97 12.87
H -8.06 39.94 17.09
H -7.69 35.69 8.33
H -9.98 35.17 13.03
H -6.76 38.98 17.71
H -13.69 38.38 10.69
H -10.21 35.50 11.28
H -11.68 41.81 15.52
H -6.94 42.40 10.02
H -13.47 40.04 11.18
H -4.44 39.29 6.76
H -5.04 38.15 4.86
H -6.90 41.02 8.43
H -8.00 44.73 14.30
H -12.29 37.17 8.84
H -10.68 41.13 9.92
H -4.92 37.59 7.09
H -9.86 36.84 12.38
H -6.86 35.04 6.89


no.,frontier orbital gap (eV),E (eV)
1,8.18,-88810.0338
2,8.29,-64804.3577
3,1.90,-79721.3449